The following is a DFT calculation (ωB97M-V/def2-TZVPD) of an isolated molecule of C7H10 at a distorted geometry.

Geometry as XYZ:
```
17
Properties=species:S:1:pos:R:3:forces:R:3
C 2.128249 -0.752303 -0.465038 0.54 -1.10 -0.03
C 2.033358 0.624147 -0.257121 -7.07 -1.75 1.77
C 0.822450 -1.530083 -0.300071 -1.60 0.02 -3.04
C 0.438720 0.671274 0.092458 5.66 5.07 -0.85
C -0.304292 -0.533278 -0.014735 1.37 -3.22 -0.02
C -0.268729 1.929184 0.426366 0.57 -1.99 0.80
C -1.730995 -0.819541 0.396106 3.09 3.47 0.14
H 2.917755 -1.414408 -0.859847 0.10 0.99 0.38
H 0.520353 -1.808231 -1.410215 0.66 -0.77 1.74
H 0.864757 -2.418982 0.338311 0.03 -0.09 -0.19
H 2.702164 1.457257 -0.076212 -0.08 -0.28 -0.38
H 0.345888 2.767389 0.554285 1.04 1.01 0.85
H -0.869730 1.607258 1.271486 -0.34 0.93 0.53
H -0.906989 2.216683 -0.338498 -1.73 0.33 -1.67
H -2.069583 -1.757837 0.356538 -0.73 -3.88 -0.57
H -2.378858 -0.200224 -0.164757 -0.96 0.84 -0.43
H -1.762122 -0.542176 1.429085 -0.55 0.42 0.96
```
Forces are in eV/Å.

For the maximum force, the calculation gives 0.149 hartree/bohr. The spin multiplicity is 3. The HOMO energy (spin up / spin down) comes out at -4.60 / -9.18 eV. As for the charge: 0. Its relative energy (zero: lowest compared OMol25 entry of this formula, charge and spin) is 24.2 kJ/mol.

Mulliken population analysis, charges in e, atoms 1 to 5: C -0.567; C -0.745; C -0.249; C 0.859; C 0.165